# 1
The following is a DFT calculation (wB97M-V/def2-TZVPD) of a structure of composition C41H48N5O13P4SW in a non-equilibrium geometry.

```
! RIJCOSX wB97M-V def2-TZVPD def2/J DEFGRID3
* xyz -1 3
W 0.551 1.742 0.133
C -3.428 -4.681 0.595
S -4.441 -3.854 -0.656
C -3.237 -2.720 -1.392
C -1.977 -3.402 -1.893
C -0.883 -2.468 -2.404
N -0.270 -1.585 -1.387
P -0.343 0.087 -1.661
C -2.093 0.417 -2.014
C -2.647 0.328 -3.288
C -4.009 0.518 -3.473
C -4.824 0.796 -2.385
C -4.276 0.898 -1.114
C -2.915 0.719 -0.927
C 0.516 0.352 -3.249
C 1.593 -0.463 -3.587
C 2.339 -0.203 -4.727
C 2.018 0.874 -5.540
C 0.944 1.690 -5.209
C 0.195 1.431 -4.071
P 0.949 -2.208 -0.270
C 0.847 -4.020 -0.537
C 0.162 -4.865 0.340
C 0.182 -6.239 0.136
C 0.869 -6.781 -0.941
C 1.560 -5.949 -1.812
C 1.561 -4.579 -1.597
C 0.148 -2.100 1.365
C -1.102 -1.619 1.440
C -1.859 -1.240 2.679
C -0.350 -1.630 4.178
C 0.922 -2.076 3.740
C 1.092 -2.386 2.432
H -4.117 -5.195 1.262
H -2.837 -3.986 1.196
H -2.762 -5.419 0.149
H -2.995 -1.958 -0.658
H -3.769 -2.213 -2.200
H -2.237 -4.078 -2.715
H -1.563 -4.027 -1.103
H -1.276 -1.844 -3.209
H -0.103 -3.081 -2.862
H -2.020 0.114 -4.145
H -4.430 0.451 -4.468
H -5.886 0.947 -2.530
H -4.903 1.129 -0.263
H -2.493 0.821 0.065
H 1.862 -1.293 -2.945
H 3.178 -0.841 -4.976
H 2.603 1.079 -6.427
H 0.685 2.534 -5.836
H -0.642 2.073 -3.826
H -0.392 -4.456 1.182
H -0.348 -6.884 0.825
H 0.875 -7.853 -1.098
H 2.109 -6.367 -2.646
H 2.130 -3.933 -2.258
H -1.599 -1.347 0.525
H -3.556 -1.669 1.862
H -2.285 -2.239 4.433
H 1.755 -2.101 4.434
H 2.050 -2.793 2.124
O 1.927 3.640 3.208
C 1.055 2.891 2.753
O 0.571 3.183 1.547
C 0.477 1.728 3.409
C 0.774 1.488 4.755
C 0.170 0.489 5.480
C -0.840 -0.442 4.910
C -1.072 -0.192 3.432
C -0.443 0.868 2.740
O -0.693 0.921 1.412
N -1.587 -2.346 3.686
O -1.549 -3.607 3.254
O -3.210 -0.988 2.457
N 0.494 0.290 6.827
O -0.066 -0.645 7.421
O 1.296 1.044 7.390
H 1.479 2.136 5.257
H -1.699 -0.606 5.562
N 0.032 6.777 -1.142
C -0.060 5.517 -0.353
C -0.676 5.794 1.019
P 1.648 4.807 -0.347
O 2.450 5.072 0.960
O 2.376 5.710 -1.412
O 1.621 3.378 -0.871
P -1.139 4.350 -1.308
O -0.371 4.284 -2.732
O -2.459 4.969 -1.492
O -1.015 2.975 -0.656
H -0.057 7.567 -0.512
H -0.749 6.826 -1.790
H 1.694 6.397 -1.654
H -0.020 6.442 1.606
H -0.843 4.882 1.582
H -1.634 6.291 0.861
H 2.238 4.549 1.800
H 0.470 3.809 -2.628
C 3.770 -0.317 1.541
C 3.508 0.721 0.454
C 4.028 0.236 -0.900
C 4.174 2.047 0.830
N 2.085 0.965 0.344
H 4.843 -0.395 1.726
H 3.397 -1.291 1.231
H 3.270 -0.032 2.469
H 5.105 0.059 -0.844
H 3.834 0.985 -1.670
H 3.532 -0.695 -1.177
H 5.251 1.896 0.924
H 3.791 2.414 1.783
H 3.992 2.799 0.063
*
```

Calculated values
Strongest force on any atom in eV/A: 1.044
HOMO energy (alpha / beta) in eV: -3.021 / -5.045
Calculated total energy in eV: -127185.6690
Molar mass in g mol⁻¹: 1158.66
Relative energy (zero: lowest compared OMol25 entry of this formula, charge and spin) in eV: 2.5985
Frontier orbital gap (alpha / beta) in eV: 5.1 / 6.8

# 2
The following is a DFT calculation (wB97M-V/def2-TZVPD) of a structure of composition C31H36N2O7 in a non-equilibrium geometry.

```
! RIJCOSX wB97M-V def2-TZVPD def2/J DEFGRID3
* xyz 0 1
C 2.316 2.449 4.929
C 3.306 2.704 3.937
C 3.113 3.294 2.614
O 1.845 3.577 2.303
C 1.238 2.599 1.908
C -0.268 2.686 2.400
C -1.257 1.785 2.134
C -0.654 0.422 1.305
C 0.680 0.294 1.022
C 1.511 1.374 1.274
O 2.789 1.069 1.038
C 3.346 0.171 0.051
C 2.864 0.757 -1.502
H 1.580 0.558 -1.421
H 3.205 -0.160 -2.156
H 3.033 1.656 -1.604
H 4.310 0.514 -0.004
H 2.896 -0.641 0.360
H 0.866 -0.671 0.399
C -1.813 -0.625 0.991
N -1.220 -1.943 1.377
C -0.927 -2.787 0.612
O -0.474 -3.952 0.650
C -1.092 -2.005 -0.769
O -0.440 -2.674 -2.071
C -1.673 -0.779 -0.673
C -2.165 0.310 -1.476
C -2.170 -0.089 -2.933
C -0.972 -0.080 -3.445
C -0.916 -0.112 -4.944
C -2.010 -0.107 -5.684
C -3.110 0.224 -5.055
C -3.348 0.252 -3.664
H -4.194 0.547 -3.164
C -4.268 0.444 -6.048
H -4.930 1.151 -5.989
H -4.906 -0.477 -6.105
C -3.704 0.356 -7.250
C -3.516 1.562 -8.142
H -2.898 1.422 -8.870
H -3.308 2.544 -7.552
H -4.661 1.805 -8.274
H -3.780 -0.478 -7.923
O -2.082 0.142 -6.969
H 0.180 -0.420 -5.382
H -0.078 -0.220 -3.133
O -2.997 1.248 -0.967
H -3.352 1.857 -1.715
C -1.412 -2.436 2.691
H -2.474 -2.130 3.234
H -1.318 -3.463 2.734
C -0.455 -1.697 3.671
N 0.887 -1.826 3.093
C 1.305 -3.004 3.221
H 0.683 -3.579 2.458
C 2.635 -3.145 2.868
O 3.759 -2.318 3.639
C 3.201 -1.023 3.824
H 3.797 -0.598 4.435
C 1.443 -0.864 4.193
H 1.485 0.123 4.063
H 1.592 -1.304 5.223
H 3.329 -0.573 2.673
H 3.250 -4.072 2.981
H 2.904 -2.593 1.758
H 1.291 -3.520 4.205
H -0.658 -1.970 4.721
H -0.877 -0.654 3.793
H -2.705 -0.280 1.387
H -2.619 1.804 2.383
H -0.745 3.397 2.870
H 3.657 2.904 1.971
H 3.640 4.408 2.881
H 4.472 2.143 4.230
H 2.636 2.062 5.777
H 1.402 2.652 4.606
*
```

Calculated values
Strongest force on any atom in eV/A: 15.810
HOMO energy in eV: -7.512
Calculated total energy in eV: -50014.6240
Molar mass in g mol⁻¹: 548.64
Relative energy (zero: lowest compared OMol25 entry of this formula, charge and spin) in eV: 28.7329
Frontier orbital gap in eV: 6.4